The following is a DFT calculation (the ωB97M-V functional and the def2-TZVPD basis) of a 2-piece molecular cluster, C5H13NO overall at a distorted geometry.

XYZ file:
```
20
Properties=species:S:1:pos:R:3:lowdin_spin:R:1
C 1.902 0.670 -0.355 0.056
C 0.830 -0.145 -1.190 0.014
C -0.430 -0.524 -0.454 0.070
C -1.593 -0.763 -1.093 0.050
C -2.759 -1.449 -0.488 0.056
N 2.095 0.119 0.956 0.037
H 2.784 0.761 -1.021 0.003
H 1.597 1.733 -0.218 0.034
H 0.615 0.511 -2.019 0.002
H 1.328 -1.071 -1.523 0.001
H -0.385 -0.570 0.643 0.041
H -1.619 -0.303 -2.076 0.001
H -2.528 -2.139 0.308 0.008
H -3.595 -0.776 -0.239 0.017
H -3.250 -2.065 -1.260 0.002
H 2.218 -0.861 0.800 0.006
H 1.981 0.878 1.616 0.030
H 0.015 2.682 2.668 0.133
H 0.072 1.326 2.302 0.109
O 0.724 1.987 2.643 0.328
```

Summary:
- Gap between HOMO and LUMO (alpha / beta): 2.88 / 8.65 eV
- Energy above the lowest of the compared OMol25 structures with the same formula, charge and spin: 2.306 eV
- Charge: -1
- F_max: 0.057 hartree/bohr
- Total energy: -8930.45425 eV
- Multiplicity: 2
- HOMO level (alpha / beta): 0.98 / -4.92 eV



The following is a DFT calculation (the ωB97M-V functional and the def2-TZVPD basis) of a 2-piece molecular cluster, C8H19ClP2 overall at a distorted geometry.

XYZ file:
```
30
Properties=species:S:1:pos:R:3:nbo_charge:R:1
C -1.533 0.526 0.868 -0.660
C -2.075 -1.631 2.132 -0.627
C -0.657 0.262 3.226 -0.624
C 2.337 0.110 -2.803 -0.691
C -0.082 -0.547 -2.400 -0.712
C 0.486 1.980 -2.045 -0.687
C -1.057 -0.463 1.928 -0.326
C 0.966 0.554 -2.281 0.188
P 0.383 -1.286 1.061 0.230
P 1.623 0.473 0.788 0.244
Cl 3.238 -0.606 0.387 -0.295
H -1.232 1.666 1.183 0.221
H -1.246 0.292 -0.194 0.223
H -2.647 0.619 0.834 0.226
H -1.443 -2.439 2.611 0.211
H -2.234 -1.994 1.102 0.224
H -2.925 -1.183 2.820 0.225
H 0.130 -0.517 3.758 0.211
H -0.114 1.198 2.891 0.217
H -1.393 0.572 3.990 0.221
H 3.251 0.721 -2.439 0.216
H 2.524 -0.811 -2.428 0.217
H 2.445 0.038 -3.858 0.216
H -0.791 0.005 -3.060 0.219
H -0.489 -0.942 -1.371 0.234
H 0.433 -1.325 -2.963 0.219
H -0.474 1.760 -1.485 0.216
H 1.129 2.545 -1.410 0.228
H 0.341 2.449 -3.010 0.211
H 1.103 -2.027 2.170 0.006
```

Summary:
- Gap between HOMO and LUMO (alpha / beta): 6.44 / 8.18 eV
- Energy above the lowest of the compared OMol25 structures with the same formula, charge and spin: 1.130 eV
- Charge: 0
- F_max: 0.086 hartree/bohr
- Total energy: -39700.24919 eV
- HOMO level (alpha / beta): -7.14 / -7.43 eV



The following is a DFT calculation (the ωB97M-V functional and the def2-TZVPD basis) of a 2-piece molecular cluster, F2OS overall at a distorted geometry.

XYZ file:
```
4
Properties=species:S:1:pos:R:3:lowdin_spin:R:1
O -0.709 -0.968 -0.830 0.390
F 0.088 2.028 -0.054 0.962
F 1.085 -0.778 0.815 0.086
S -0.445 -0.373 0.418 0.562
```

Summary:
- Gap between HOMO and LUMO (alpha / beta): 9.89 / 8.18 eV
- Energy above the lowest of the compared OMol25 structures with the same formula, charge and spin: 0.000 eV
- Charge: 0
- F_max: 0.065 hartree/bohr
- Total energy: -18313.13515 eV
- Multiplicity: 3
- HOMO level (alpha / beta): -9.30 / -12.98 eV



The following is a DFT calculation (the ωB97M-V functional and the def2-TZVPD basis) of C40H40IrO2P2S5 as an isolated structure at a distorted geometry.

XYZ file:
```
90
Properties=species:S:1:pos:R:3:lowdin_spin:R:1
Ir 0.198 0.258 0.573 0.046
C -1.278 -3.432 -0.469 0.000
C -1.251 -2.207 0.399 0.000
C -0.393 -2.223 1.582 -0.001
C 0.492 -3.413 1.834 0.000
C -0.444 -1.217 2.532 0.000
C 0.300 -1.351 3.834 0.001
C -1.263 -0.060 2.266 0.005
C -1.474 0.990 3.326 0.005
C -2.054 -0.019 1.093 0.005
C -3.139 1.022 0.954 0.005
C -2.038 -1.114 0.138 0.000
C -2.867 -1.006 -1.113 0.000
H -0.368 -3.534 -1.064 0.000
H -2.130 -3.425 -1.143 0.000
H -1.358 -4.326 0.150 0.000
H 0.029 -4.063 2.582 0.000
H 1.463 -3.111 2.223 0.000
H 0.651 -4.011 0.943 0.000
H 1.339 -1.021 3.756 0.000
H 0.318 -2.388 4.160 0.000
H -0.172 -0.770 4.622 0.000
H -2.300 0.685 3.975 0.000
H -1.728 1.952 2.888 0.000
H -0.597 1.128 3.949 0.004
H -2.816 1.905 0.401 0.005
H -3.490 1.350 1.928 0.000
H -3.990 0.597 0.428 0.000
H -3.845 -1.480 -0.992 0.000
H -2.359 -1.479 -1.949 0.000
H -3.032 0.035 -1.384 0.000
O 2.187 -0.342 0.109 0.014
P 3.146 -0.462 -1.081 0.001
C 2.532 0.526 -2.471 0.001
P 0.862 0.032 -3.012 0.001
O -0.003 -0.207 -1.802 0.006
C 1.015 -1.398 -4.075 0.000
C 0.258 -2.530 -3.807 0.000
C 0.324 -3.627 -4.655 0.000
C 1.145 -3.587 -5.771 0.000
C 1.895 -2.450 -6.051 0.000
C 1.827 -1.354 -5.209 0.000
C 0.257 1.374 -4.021 0.001
C 1.096 2.292 -4.648 0.001
C 0.559 3.272 -5.471 0.000
C -0.813 3.334 -5.668 0.000
C -1.654 2.421 -5.043 0.000
C -1.123 1.441 -4.223 0.000
C 3.303 -2.144 -1.634 0.000
C 4.181 -2.490 -2.663 0.000
C 4.251 -3.805 -3.086 0.000
C 3.460 -4.775 -2.479 0.000
C 2.592 -4.432 -1.453 0.000
C 2.511 -3.114 -1.033 0.000
C 4.748 0.175 -0.640 0.000
C 5.794 -0.688 -0.319 0.000
C 7.007 -0.172 0.113 0.000
C 7.175 1.200 0.230 0.000
C 6.131 2.065 -0.078 0.000
C 4.919 1.556 -0.508 0.000
H 3.243 0.466 -3.298 0.000
H 2.471 1.564 -2.130 0.001
H -0.388 -2.536 -2.940 0.000
H -0.272 -4.507 -4.452 0.000
H 1.193 -4.439 -6.436 0.000
H 2.519 -2.416 -6.934 0.000
H 2.388 -0.458 -5.455 0.000
H 2.169 2.258 -4.503 0.000
H 1.210 3.985 -5.957 0.000
H -1.229 4.098 -6.310 0.000
H -2.723 2.473 -5.202 0.000
H -1.776 0.727 -3.734 0.000
H 4.809 -1.740 -3.131 0.000
H 4.928 -4.080 -3.884 0.000
H 3.525 -5.803 -2.809 0.000
H 1.985 -5.196 -0.982 0.000
H 1.839 -2.819 -0.239 0.000
H 5.668 -1.759 -0.407 0.000
H 7.820 -0.841 0.357 0.000
H 8.123 1.599 0.565 0.000
H 6.267 3.134 0.014 0.000
H 4.110 2.241 -0.736 0.000
S 2.150 7.016 1.965 0.140
C 1.702 5.509 1.661 -0.014
S 2.233 4.124 2.618 0.030
C 1.373 2.921 1.730 0.152
C 0.627 3.362 0.639 0.154
S -0.255 2.266 -0.310 0.201
S 0.637 5.058 0.329 0.030
S 1.422 1.283 2.148 0.204
```

Summary:
- Gap between HOMO and LUMO (alpha / beta): 6.44 / 5.99 eV
- Energy above the lowest of the compared OMol25 structures with the same formula, charge and spin: 0.243 eV
- Charge: +2
- F_max: 0.035 hartree/bohr
- Total energy: -121806.77499 eV
- Multiplicity: 2
- HOMO level (alpha / beta): -12.65 / -13.31 eV